Computed, not measured: C51H35F5N13O3RbS2 as an isolated structure at a distorted geometry, with ωB97M-V/def2-TZVPD.

```
110
Properties=species:S:1:pos:R:3:forces:R:3:lowdin_charge:R:1
Rb 1.9691 -0.6445 0.3202 0.007 -0.109 0.161 0.5232
S 1.3385 -4.8297 3.7170 0.432 -0.519 -0.236 1.0172
S 4.5537 1.6451 1.7895 -0.111 0.065 -0.092 0.5451
F 4.9221 6.9373 4.5439 -0.147 -0.669 -0.102 0.0593
F 3.5758 6.7117 2.1854 0.154 -0.498 0.219 0.0698
F 3.2576 4.3450 1.0348 -0.923 -0.124 -1.498 0.1053
F 5.9815 4.5891 5.6617 0.646 0.168 0.333 0.1003
F 6.1584 2.4081 4.1998 -0.521 0.279 -0.137 0.0310
O -4.5424 -0.2499 -2.4733 -0.971 -0.008 -0.472 0.1291
O 2.5323 -2.3919 -4.3391 0.192 -0.214 0.930 -0.1739
O 3.6397 -1.6151 -2.0567 -0.218 -0.216 0.707 -0.2301
N 3.7989 -0.9917 -3.1779 0.006 0.217 0.625 -0.2959
N -0.0558 1.8991 -3.7448 -0.154 0.673 0.284 0.0910
N 0.2550 0.6117 -3.9846 0.632 0.544 0.367 -0.1124
N -6.6584 -0.4588 -3.1353 1.246 0.466 0.938 0.0972
N 3.2622 -1.3748 -4.2953 0.579 1.613 -1.319 -0.1396
N -1.2868 2.0690 1.0180 0.751 -1.042 -0.013 0.0997
N 2.7511 -3.2451 2.3034 -0.134 1.678 0.333 0.0289
N -5.8726 -1.2813 -3.9307 0.874 0.198 0.454 0.0976
N -3.3879 2.4792 1.5440 1.823 -0.996 0.614 -0.1295
N 0.1113 -0.7432 3.2116 0.446 0.654 0.487 0.0219
N -0.6946 -1.6173 3.5495 0.209 -0.430 -0.202 0.0436
N -3.1605 1.1223 1.8397 -0.530 0.892 -1.071 0.1131
N 1.2928 1.1222 -2.1168 -0.359 -0.416 0.408 0.0668
C 4.8993 2.4262 -4.2153 -0.316 -0.229 1.566 -0.1084
C 2.9816 -4.4927 0.1669 -0.843 0.046 0.652 0.0028
C 1.3720 1.1710 4.0554 1.273 -1.752 -0.884 -0.0466
C 0.5593 2.1429 -2.5951 0.287 0.908 -0.748 -0.2164
C 4.6708 0.9845 -1.8766 -0.776 -1.791 -0.802 -0.0420
C -4.6414 -1.1321 -3.5283 -0.222 0.450 0.096 -0.2750
C 4.3887 0.3642 -3.1205 -0.245 -0.494 -0.460 -0.1394
C -1.9209 0.9195 1.4363 -0.328 0.014 0.067 -0.1936
C 2.5681 -4.3523 1.5167 0.731 -0.702 -0.304 -0.3341
C -6.2180 1.1134 -1.3224 -0.127 1.010 0.739 -0.1420
C 4.8190 5.7135 3.9448 0.133 0.621 -0.515 -0.1451
C -1.0271 -3.8455 0.5849 0.182 -0.442 0.625 -0.1565
C -0.8047 0.7667 5.0090 2.324 0.703 -0.401 -0.0547
C 2.6438 -5.6297 -0.5384 1.367 -0.356 -0.836 -0.0918
C -0.4683 -2.7417 1.3206 0.084 -0.386 -1.161 -0.1298
C -5.6505 2.5439 0.4986 -0.701 1.304 1.812 -0.2015
C -3.2855 -2.9594 -4.5775 0.404 0.351 -0.073 -0.0294
C 2.1379 -3.3014 3.4414 0.135 -1.601 -1.645 -0.4336
C 0.4873 2.7645 5.5784 -0.557 0.273 0.569 -0.0966
C -5.8390 0.1462 -2.2913 -0.259 -2.047 -2.271 -0.2796
C -0.0747 -0.0573 -5.2222 -1.210 0.120 -0.195 -0.0792
C 4.5763 1.0854 -4.3090 -0.103 -0.106 0.005 -0.0494
C -1.9017 -4.7796 1.1405 -0.994 0.445 0.060 -0.1114
C -7.5239 1.5828 -1.3203 -0.856 -0.992 -0.764 -0.0409
C -2.3707 -0.6686 -4.3907 -1.654 1.073 1.181 0.0294
C 3.9978 4.3683 2.1069 0.790 0.269 0.957 -0.2871
C -1.0643 -2.3775 -5.4183 -0.838 -0.796 0.301 -0.0105
C 1.0571 0.1779 -2.9902 -0.459 -0.780 -0.685 -0.1648
C -0.6416 1.9335 5.7434 -0.935 0.565 0.034 -0.1089
C 2.0763 -6.7169 0.1274 -0.909 -0.661 0.915 -0.1104
C 5.3988 3.4172 3.6852 1.083 -0.315 1.348 -0.2541
C -7.9282 2.4525 -0.3526 -0.733 1.593 1.064 -0.0872
C 0.2180 0.3943 4.1459 0.118 -0.499 -0.538 -0.2351
C 4.6470 3.1960 2.5435 -0.089 0.199 -0.058 -0.6351
C 1.5590 2.3173 4.7825 -1.114 1.428 -0.077 -0.0780
C -4.7105 3.0515 1.5983 0.007 1.273 -0.143 -0.0990
C -2.1796 2.9914 1.1169 -1.916 -1.365 0.325 -0.1554
C -3.3787 -1.6105 -4.1365 -0.746 -0.741 -0.520 -0.1409
C 5.0065 3.0613 -2.9748 0.402 -0.213 -0.089 -0.0962
C -1.1986 -1.0512 -5.0191 -0.013 -0.084 -0.259 -0.1934
C 4.1403 5.5964 2.7263 -0.034 0.288 0.539 -0.1406
C -2.1120 -3.3266 -5.2341 0.861 0.021 0.891 -0.0660
C 4.9515 2.3215 -1.8088 -0.058 -0.061 -0.621 -0.0967
C 1.9359 -5.4156 2.1654 -0.778 -0.028 0.090 -0.4570
C -6.9857 2.9521 0.5343 0.201 0.686 0.347 -0.0490
C 5.4664 4.5981 4.4357 -1.078 -0.386 -0.923 -0.1771
C -1.9334 -3.6089 3.1985 1.860 2.006 -0.656 -0.1096
C 1.7049 -6.6205 1.4867 -0.849 -0.458 -0.720 -0.0997
C -2.4370 -4.5839 2.4555 0.295 -1.780 -1.726 -0.1579
C -5.2993 1.6120 -0.3965 1.819 -1.941 -1.627 0.0295
C -0.9073 -2.7408 2.6066 -2.220 0.832 2.669 -0.3601
H 2.0083 -2.4969 4.1285 0.230 0.414 0.341 0.0640
H -1.9077 -4.4152 -5.3459 -0.161 1.024 -0.440 0.1114
H -8.9770 2.8303 -0.2694 1.012 -0.497 -0.282 0.1176
H -2.3901 -3.4953 4.1490 0.219 0.705 1.030 0.0787
H 1.3327 -0.8551 -2.9629 0.511 -0.396 0.157 0.1061
H 4.4220 0.6800 -5.3182 -0.006 -0.185 0.804 0.1019
H -5.1839 2.8439 2.5575 0.180 -0.290 0.103 0.1215
H -2.6231 0.3959 -4.0131 1.011 -1.767 -0.802 0.1577
H -0.7067 -3.9638 -0.4512 -0.190 -0.174 0.057 0.0706
H -2.0283 3.9956 0.8877 0.055 1.518 -0.356 0.1048
H -1.4830 -0.1063 1.3741 -0.266 1.077 0.324 0.0974
H 2.9972 -5.7216 -1.6097 -0.725 0.174 1.355 0.1266
H 1.0506 -7.4193 1.9124 0.896 0.691 -0.187 0.1095
H 2.3942 2.9657 4.5003 -0.070 -0.285 0.574 0.1005
H -0.1069 -2.7205 -5.7806 0.128 0.010 -0.156 0.1074
H 0.7675 -0.5689 -5.5953 1.280 -0.758 -0.084 0.0966
H -8.2727 1.2218 -2.0355 0.602 -0.032 0.172 0.1190
H 0.4365 3.7772 6.0611 0.454 -1.139 -0.476 0.1033
H -1.5856 0.0891 5.0482 -1.877 -0.819 0.358 0.0730
H -1.5338 2.2381 6.3412 1.051 0.043 -0.264 0.0998
H -2.3836 -5.5755 0.5623 0.488 0.155 -0.152 0.0788
H 2.2286 0.7938 3.4387 -0.962 0.522 0.278 0.0823
H -0.3150 0.6556 -6.0332 -0.115 0.102 0.837 0.1394
H -4.2675 1.2001 -0.4277 -0.826 0.393 0.110 0.1383
H 3.4435 -3.6842 -0.3515 0.361 0.606 -0.210 0.0907
H -4.0505 -3.7456 -4.3906 0.480 1.044 0.032 0.1221
H 4.9842 2.9693 -5.1033 0.191 0.918 -1.243 0.0694
H 5.1866 4.1104 -2.8648 0.099 0.548 -0.353 0.0847
H 5.0718 2.7298 -0.8286 0.077 0.417 0.380 0.0593
H -4.6181 4.1921 1.5980 0.017 -1.464 -0.340 0.1495
H 0.6275 3.1354 -2.1575 -0.404 -0.276 -0.088 0.1087
H -3.1861 -5.2233 2.9115 -0.078 -0.219 -0.435 0.0843
H -7.2321 3.7397 1.2511 -0.258 -0.335 -0.081 0.1127
H 1.8174 -7.6536 -0.4092 0.275 0.770 0.350 0.0988
H 4.5807 0.4317 -0.9512 -0.006 -0.172 -0.181 0.0600
```
Positions in Å, forces in eV/Å.

The net charge is -2. For the orbital gap, the calculation gives 5.7 eV. The value obtained for the largest force on an atom is 0.069 hartree/bohr. Its highest occupied orbital energy is -2.55 eV.